w | Computed, not measured: 2 unconnected molecules or ions with the total composition C4H14N, with ωB97M-V with the def2-TZVPD basis set.

- Highest occupied orbital energy: -14.38 eV
- Charge: +1

```
19
Properties=species:S:1:pos:R:3:nbo_charge:R:1
C -1.160 -1.919 1.358 -0.20
C -1.824 -0.553 1.208 -0.66
N 0.153 -2.017 0.510 -0.69
H -0.838 -2.175 2.404 0.24
H -1.688 -2.722 0.829 0.23
H -1.952 0.057 2.088 0.26
H -2.795 -0.761 0.666 0.25
H 0.681 -1.144 0.416 0.44
H 0.844 -2.555 1.028 0.44
H 0.029 -2.364 -0.433 0.44
H -1.286 -0.026 0.410 0.22
C 1.314 2.459 -0.685 -0.62
C 1.173 1.541 -1.904 -0.62
H 0.711 2.279 0.232 0.19
H 2.297 2.324 -0.276 0.21
H 0.975 3.454 -1.053 0.23
H 0.149 1.529 -2.235 0.20
H 1.651 2.085 -2.737 0.23
H 1.565 0.508 -1.825 0.18
```

---

x | Computed, not measured: 2 unconnected molecules or ions with the total composition C4H14N, with ωB97M-V with the def2-TZVPD basis set.

- Highest occupied orbital energy: -14.76 eV
- Charge: +1

```
19
Properties=species:S:1:pos:R:3:nbo_charge:R:1
C 0.858 -2.316 1.096 -0.42
N 0.981 -1.094 2.017 -0.68
H -0.178 -2.459 0.825 0.25
H 1.217 -3.132 1.715 0.24
H 1.488 -2.253 0.219 0.25
H 1.913 -0.706 1.849 0.45
H 0.370 -0.400 1.582 0.45
H 0.755 -1.313 2.979 0.46
C 0.105 1.379 -2.207 -0.62
C -0.511 1.693 -0.829 -0.39
C -1.574 0.632 -0.421 -0.60
H -0.528 1.898 -2.930 0.23
H 1.117 1.707 -2.399 0.22
H 0.009 0.309 -2.390 0.20
H 0.179 1.593 0.013 0.16
H -0.988 2.668 -0.810 0.22
H -1.153 -0.066 0.310 0.13
H -2.179 0.182 -1.212 0.23
H -2.382 1.156 0.100 0.23
```

---

Most stable: x